Computed, not measured: an isolated molecule of C5H11NO, with the ωB97M-V functional and the def2-TZVPD basis.

Each line ends with the Löwdin charge.
CARTESIAN COORDINATES (ANGSTROEM)
O 1.3402 1.6118 0.0734  0.038
N -0.1412 -0.0521 0.4427  -0.128
C -1.4774 -0.6066 0.4023  -0.056
C 0.1784 1.2310 0.0871  -0.506
C 1.6143 -1.3963 -0.6845  -0.077
C -0.9532 2.1635 -0.3103  -0.008
C 0.9668 -0.9829 0.6369  -0.216
H 1.7103 -0.4997 1.2756  0.117
H 1.9968 -0.5101 -1.1992  0.071
H 0.5728 -1.8560 1.1708  0.113
H -1.6210 -1.2726 1.2598  0.089
H -1.6863 2.2974 0.4915  0.080
H -1.6652 -1.1843 -0.5129  0.093
H -0.5041 3.1286 -0.5467  0.083
H -1.4824 1.7883 -1.1935  0.086
H 0.8932 -1.9029 -1.3361  0.071
H 2.4510 -2.0801 -0.5063  0.074
H -2.2275 0.1812 0.4698  0.075

Properties
Gap between HOMO and LUMO, Ha: 0.3694
LUMO level, eV: 0.9
Calculated total energy, eV: -8901.349
Relative energy (zero: lowest compared OMol25 entry of this formula, charge and spin), kJ/mol: 33.6
Highest occupied orbital energy, eV: -9.2